Here is a cluster of 13 separate species, C66H111N11O11 in total at a distorted geometry from the Open Molecules 2025 dataset. Energies are from ωB97M-V/def2-TZVPD.

Atoms and positions in Å:
C (2.119, -6.962, 2.407)
C (1.293, -8.297, 2.135)
N (2.205, -9.373, 2.530)
C (3.108, -9.763, 1.358)
C (4.285, -10.733, 1.738)
C (1.601, -10.506, 3.204)
C (0.903, -10.120, 4.557)
H (1.405, -6.164, 2.612)
H (2.599, -6.551, 1.519)
H (2.883, -6.952, 3.184)
H (0.461, -8.251, 2.838)
H (1.044, -8.546, 1.103)
H (2.479, -10.284, 0.635)
H (3.303, -8.795, 0.895)
H (3.935, -11.750, 1.916)
H (4.925, -10.772, 0.857)
H (4.993, -10.338, 2.466)
H (2.401, -11.221, 3.400)
H (0.822, -10.936, 2.575)
H (0.605, -11.053, 5.036)
H (0.071, -9.436, 4.393)
H (1.747, -9.668, 5.077)
C (6.738, -3.336, -5.318)
C (5.405, -2.963, -4.647)
N (5.469, -1.919, -3.601)
C (4.186, -1.612, -2.995)
C (3.196, -0.982, -4.061)
C (6.525, -2.285, -2.627)
C (6.861, -1.119, -1.732)
H (7.466, -3.917, -4.753)
H (7.162, -2.363, -5.568)
H (6.369, -3.902, -6.173)
H (4.681, -2.561, -5.355)
H (4.979, -3.913, -4.325)
H (3.756, -2.518, -2.567)
H (4.217, -0.858, -2.209)
H (2.302, -0.620, -3.552)
H (3.565, -0.138, -4.643)
H (2.825, -1.728, -4.763)
H (7.436, -2.394, -3.216)
H (6.335, -3.267, -2.195)
H (6.046, -1.218, -1.015)
H (6.846, -0.182, -2.289)
H (7.826, -1.115, -1.226)
C (0.108, 6.447, 6.186)
C (-0.258, 6.746, 4.706)
N (-1.233, 5.932, 4.052)
C (-1.600, 6.535, 2.740)
C (-2.609, 7.562, 3.059)
C (-0.719, 4.517, 3.889)
C (-1.764, 3.380, 3.843)
H (1.041, 7.006, 6.265)
H (0.317, 5.419, 6.479)
H (-0.603, 6.843, 6.911)
H (-0.446, 7.816, 4.628)
H (0.618, 6.685, 4.060)
H (-0.666, 6.935, 2.347)
H (-1.969, 5.711, 2.129)
H (-3.161, 7.303, 3.963)
H (-1.942, 8.296, 3.510)
H (-3.326, 7.921, 2.320)
H (0.118, 4.364, 4.570)
H (-0.313, 4.562, 2.879)
H (-2.536, 3.757, 3.173)
H (-2.100, 3.240, 4.871)
H (-1.566, 2.330, 3.631)
C (0.956, 4.192, 0.015)
C (1.058, 2.779, 0.615)
N (2.440, 2.427, 1.057)
C (3.431, 2.767, 0.009)
C (3.313, 1.856, -1.210)
C (2.607, 1.119, 1.730)
C (2.036, 1.053, 3.125)
H (1.203, 4.073, -1.040)
H (1.603, 4.943, 0.469)
H (-0.087, 4.481, 0.141)
H (0.418, 2.723, 1.495)
H (0.854, 1.983, -0.102)
H (4.386, 2.395, 0.379)
H (3.401, 3.832, -0.223)
H (3.290, 0.825, -0.857)
H (4.163, 2.055, -1.863)
H (2.420, 1.959, -1.827)
H (2.040, 0.360, 1.190)
H (3.661, 0.841, 1.749)
H (2.793, 1.519, 3.756)
H (1.067, 1.551, 3.168)
H (1.836, 0.033, 3.455)
O (-4.314, 3.483, -4.110)
C (-4.976, 2.710, -4.738)
N (-5.060, 2.844, -6.004)
C (-5.797, 1.496, -4.306)
H (-5.560, 2.206, -6.606)
H (-4.551, 3.686, -6.234)
H (-5.145, 0.663, -4.041)
H (-6.596, 1.151, -4.963)
H (-6.485, 1.873, -3.550)
O (-3.305, -1.903, -5.279)
C (-3.887, -2.952, -5.096)
N (-5.078, -3.296, -5.539)
C (-3.144, -3.989, -4.281)
H (-5.552, -2.625, -6.127)
H (-5.707, -3.897, -5.025)
H (-3.677, -4.097, -3.336)
H (-2.084, -3.807, -4.107)
H (-3.234, -4.963, -4.762)
O (7.466, -5.707, 0.784)
C (6.670, -6.560, 0.962)
N (5.438, -6.300, 1.373)
C (7.052, -7.982, 0.684)
H (5.275, -5.315, 1.523)
H (4.648, -6.924, 1.286)
H (7.852, -8.316, 0.023)
H (6.269, -8.406, 0.056)
H (7.184, -8.519, 1.624)
O (4.862, -4.036, 3.928)
C (4.364, -3.851, 5.023)
N (4.064, -2.591, 5.301)
C (4.184, -4.961, 6.053)
H (4.165, -1.949, 4.528)
H (4.032, -2.275, 6.260)
H (5.098, -5.412, 6.441)
H (3.486, -5.749, 5.772)
H (3.664, -4.616, 6.947)
O (-1.427, 1.440, -7.582)
C (-1.238, 2.414, -6.899)
N (-1.314, 3.569, -7.493)
C (-0.738, 2.314, -5.426)
H (-1.620, 4.403, -7.012)
H (-1.420, 3.710, -8.488)
H (-0.324, 3.283, -5.148)
H (0.061, 1.642, -5.115)
H (-1.565, 2.116, -4.743)
O (4.678, -1.140, 2.791)
C (5.762, -0.855, 2.274)
N (5.980, 0.474, 2.007)
C (6.792, -1.826, 1.801)
H (5.232, 1.124, 2.203)
H (6.648, 0.569, 1.256)
H (6.265, -2.750, 1.561)
H (7.655, -2.012, 2.439)
H (7.268, -1.404, 0.916)
O (-6.808, 0.729, -0.079)
C (-6.947, 1.722, 0.630)
N (-8.066, 2.330, 0.968)
C (-5.757, 2.241, 1.411)
H (-8.835, 2.123, 0.347)
H (-7.976, 3.046, 1.674)
H (-6.046, 2.382, 2.452)
H (-5.253, 3.148, 1.079)
H (-5.072, 1.395, 1.465)
C (-2.768, 1.153, -0.949)
C (-2.774, 0.590, -2.242)
C (-1.908, -0.448, -2.523)
C (-1.145, -1.000, -1.467)
C (-1.323, -0.580, -0.137)
C (-2.089, 0.511, 0.129)
C (-0.578, -1.203, 0.986)
O (-0.883, -0.957, 2.190)
C (0.523, -2.121, 0.616)
C (1.460, -2.465, 1.563)
C (2.484, -3.362, 1.344)
C (2.564, -4.008, 0.148)
C (1.666, -3.675, -0.846)
C (0.712, -2.633, -0.673)
C (-0.204, -2.141, -1.847)
O (-0.094, -2.617, -2.994)
H (-3.582, 1.818, -0.702)
H (-3.227, 1.140, -3.053)
H (-1.750, -0.735, -3.552)
H (-2.166, 0.973, 1.103)
H (1.360, -2.090, 2.571)
H (3.161, -3.643, 2.138)
H (3.288, -4.766, -0.111)
H (1.611, -4.195, -1.791)
C (-5.634, 4.648, -1.081)
C (-4.804, 5.402, -0.252)
C (-5.239, 6.607, 0.271)
C (-6.481, 7.061, 0.099)
C (-7.373, 6.192, -0.602)
C (-6.948, 5.037, -1.289)
C (-8.791, 6.660, -0.874)
O (-9.551, 5.985, -1.553)
C (-9.174, 8.071, -0.602)
C (-10.344, 8.679, -1.160)
C (-10.571, 10.007, -1.037)
C (-9.585, 10.891, -0.562)
C (-8.382, 10.339, -0.155)
C (-8.226, 8.970, 0.055)
C (-6.944, 8.354, 0.683)
O (-6.240, 9.006, 1.370)
H (-5.421, 3.646, -1.422)
H (-3.808, 5.028, -0.065)
H (-4.527, 7.035, 0.962)
H (-7.668, 4.428, -1.815)
H (-11.094, 8.139, -1.719)
H (-11.509, 10.337, -1.460)
H (-9.679, 11.965, -0.621)
H (-7.558, 10.979, 0.124)

For the HOMO energy, the calculation gives -7.75 eV. For the orbital gap, the calculation gives 0.247 Ha.